Molecular formula: C2H10NO5
Method: DFT, ωB97M-V/def2-TZVPD

ΔE to the lowest compared entry with this formula, charge and spin = 23.05 kcal per mole
HOMO energy = -0.171 Eh
total charge = -1
orbital gap = 8.323 eV

Positions of all 18 atoms, in Å:
C  -2.114773  0.580262  -0.632715
N  -1.238430  0.265013  0.492450
C  -0.137394  1.190967  0.723645
O  0.085405  1.296882  1.968457
O  0.532452  1.524666  -0.263243
H  -1.812174  -0.041966  -1.492515
H  -2.081698  1.620127  -0.961644
H  -3.165848  0.541198  -0.345756
H  -1.560703  -0.235528  1.295230
H  0.484047  -0.314198  3.268047
H  1.421294  -0.521440  2.158310
O  1.194190  -0.912288  3.009842
H  1.011256  -1.355650  -0.250917
H  1.927026  -1.939753  -1.383980
O  1.684499  -2.008241  -0.459385
H  0.921741  -0.035973  -1.730054
H  1.380471  0.616647  -2.893930
O  1.468638  -0.270724  -2.501842

Cartesian forces, eV/Å:
0.226 -0.384 0.202
0.426 1.375 -1.566
-0.257 -2.550 2.261
0.271 0.996 -1.011
-0.140 0.678 -0.525
-0.813 0.158 0.021
0.802 0.135 0.159
-0.164 -0.913 -0.148
-0.437 0.384 0.223
0.011 0.216 -0.086
0.118 0.035 0.049
0.061 -0.429 0.184
-0.062 0.107 -0.188
-0.242 0.504 -0.054
0.257 -0.882 0.681
0.187 -0.205 0.462
0.518 -0.481 -0.361
-0.762 1.257 -0.301